(1)
{"formula": "C4H12NO2", "method": "ωB97M-V/def2-TZVPD", "symbols": ["O", "O", "N", "C", "C", "C", "C", "H", "H", "H", "H", "H", "H", "H", "H", "H", "H", "H", "H"], "positions_angstrom": [[-0.2492, -1.5108, 2.2327], [1.3482, -2.8712, -2.4547], [-0.6808, -0.8904, -0.2087], [-0.3541, 1.4403, 0.5355], [0.5756, -0.5292, 1.8856], [0.2457, 0.0502, 0.3771], [-0.5379, 2.1654, -0.8282], [1.0643, -2.1327, -1.8933], [0.5613, -3.4249, -2.4526], [1.2315, 0.1049, -0.1089], [-1.4668, 1.8144, -1.3009], [1.6660, -0.7945, 1.7810], [0.1753, 1.8416, -1.5974], [-1.6163, -0.5169, -0.2191], [0.3010, 2.0320, 1.1577], [-0.7073, 3.2466, -0.7816], [-0.7093, -1.6401, 0.5103], [-1.3922, 1.2438, 0.8135], [0.5446, 0.3714, 2.5520]], "forces_ev_per_angstrom": [[0.0844, -0.2996, 0.2330], [-0.1752, 0.1316, 0.0611], [0.5927, -0.5631, -1.1130], [-0.1097, -0.2841, -2.4378], [0.1337, 0.3686, -0.8123], [-0.0150, 0.1652, 1.8482], [-0.8344, -0.6945, -0.6584], [-0.0161, 0.0224, 0.0588], [0.0437, -0.0438, -0.0008], [-0.3108, 0.0141, -0.4777], [-0.0934, -0.1031, 0.2241], [-0.0780, -0.1766, 0.3955], [0.4654, 0.5989, 0.3876], [-0.1655, 0.1952, -0.0550], [-0.3318, 0.1923, 0.6667], [0.5900, -0.0145, 0.1001], [-0.1243, 0.0896, 0.2338], [0.2710, 0.4854, 1.3111], [0.0734, -0.0840, 0.0350]], "fmax_ev_per_a": 2.46, "multiplicity": 1, "e_homo_ev": -2.81, "total_charge": -1, "relative_energy_kj_mol": 102.6, "e_lumo_ha": 0.144, "homo_lumo_gap_ev": 6.72}

(2)
{"formula": "C4H8Cl2Si", "method": "ωB97M-V/def2-TZVPD", "symbols": ["Cl", "Cl", "Si", "C", "C", "C", "C", "H", "H", "H", "H", "H", "H", "H", "H"], "positions_angstrom": [[-2.1137, -1.8066, 0.6120], [-3.2925, 1.2604, 0.9095], [-2.2487, 0.0070, -0.3128], [3.3429, -0.0632, 1.3938], [-3.1419, -0.1689, -1.9836], [1.4077, 0.8072, 0.0743], [1.9068, -0.0598, 0.8955], [1.7536, 1.6643, -0.4580], [-2.4502, -0.1433, -2.8172], [1.2784, -0.8488, 1.2840], [3.5376, -0.9491, 1.9915], [4.0329, -0.0412, 0.5530], [-3.6774, -1.1149, -2.0256], [3.5229, 0.8205, 2.0030], [-3.8584, 0.6365, -2.1193]], "forces_ev_per_angstrom": [[0.0114, -0.4089, 0.1615], [-0.2803, 0.2554, 0.2422], [0.4046, 0.2235, -0.8933], [-0.1666, 0.1609, -0.1670], [0.0618, -0.0219, 0.4151], [-0.5526, -0.0491, -0.1648], [0.2787, -0.3556, 0.3733], [0.0562, 0.3947, -0.2785], [0.2464, 0.0001, -0.0689], [-0.2297, -0.1631, 0.0594], [0.0568, -0.0292, 0.0216], [0.1061, -0.0274, 0.0181], [-0.0439, -0.1168, 0.0994], [0.0881, -0.0123, 0.0886], [-0.0371, 0.1496, 0.0933]], "fmax_ev_per_a": 1.01, "multiplicity": 1, "e_homo_ev": [-8.81, -7.88], "relative_energy_kj_mol": 390.8, "e_lumo_ha": [-0.032, 0.001], "homo_lumo_gap_ev": [7.95, 7.89]}